Record 1
{
  "formula": "C28H68N5O11Zn",
  "method": "ωB97M-V/def2-TZVPD",
  "homo_lumo_gap_ha": [0.2687, 0.2927],
  "lumo_energy_ev": [0.40, -0.43],
  "spin_multiplicity": 2,
  "symbols": ["Zn", "C", "C", "O", "O", "H", "H", "H", "O", "C", "N", "C", "H", "H", "H", "H", "H", "C", "O", "C", "C", "N", "C", "C", "O", "C", "H", "H", "H", "H", "H", "H", "H", "H", "H", "H", "H", "H", "H", "H", "H", "C", "O", "C", "C", "N", "C", "C", "O", "C", "H", "H", "H", "H", "H", "H", "H", "H", "H", "H", "H", "H", "H", "H", "H", "C", "O", "C", "C", "N", "C", "C", "O", "C", "H", "H", "H", "H", "H", "H", "H", "H", "H", "H", "H", "H", "H", "H", "H", "C", "O", "C", "C", "N", "C", "C", "O", "C", "H", "H", "H", "H", "H", "H", "H", "H", "H", "H", "H", "H", "H", "H", "H"],
  "coordinates": [[-2.0594, -32.6128, -10.8195], [-2.8330, -35.0335, -13.9903], [-2.5978, -34.0006, -12.8712], [-3.3989, -33.8247, -11.9727], [-1.5860, -33.2287, -12.7189], [-3.8287, -34.8522, -14.3951], [-2.8314, -36.0733, -13.6633], [-2.0273, -34.9611, -14.7208], [-1.4570, -28.7622, -14.7020], [-1.0898, -29.9543, -14.7877], [-0.3870, -30.5239, -13.8653], [-1.5285, -30.7660, -15.9382], [-0.2612, -31.5228, -13.9455], [-0.1895, -30.2872, -12.9035], [-0.6096, -30.8841, -16.5123], [-2.4186, -30.5475, -16.5283], [-1.7090, -31.7919, -15.6173], [-6.2733, -32.3090, -21.7874], [-5.7664, -32.4075, -20.5551], [-6.5252, -32.8607, -19.4019], [-5.7072, -32.9422, -18.0799], [-4.5823, -33.8797, -18.0658], [-4.9614, -35.2544, -17.8358], [-3.8779, -36.2545, -17.8024], [-3.4907, -36.3482, -19.1479], [-2.1537, -36.8128, -19.2717], [-5.6722, -31.7176, -22.4780], [-7.2474, -31.8303, -21.6864], [-6.2711, -33.2486, -22.3398], [-6.8275, -33.8798, -19.6431], [-7.4730, -32.3284, -19.3209], [-6.4667, -33.1238, -17.3194], [-5.2974, -31.9348, -18.0062], [-4.3251, -33.8226, -19.0408], [-5.6803, -35.6886, -18.5305], [-5.4817, -35.1913, -16.8800], [-4.2545, -37.2176, -17.4581], [-3.1627, -35.7990, -17.1175], [-1.3941, -36.1779, -18.8158], [-1.7817, -36.6904, -20.2890], [-1.9430, -37.7984, -18.8567], [-0.8363, -38.1522, -14.1583], [-1.5496, -38.3035, -15.3797], [-2.7714, -39.0615, -15.2337], [-3.1776, -39.7099, -16.6111], [-2.2463, -40.7629, -17.1254], [-2.5035, -41.9886, -16.4900], [-1.4999, -43.0910, -16.7712], [-0.1982, -42.5094, -17.0218], [0.9506, -43.3919, -17.3616], [-1.6076, -38.0605, -13.3936], [-0.2485, -37.2366, -14.0923], [-0.2544, -39.0671, -14.0471], [-3.6253, -38.4126, -15.0390], [-2.8030, -39.6821, -14.3381], [-3.3078, -38.9404, -17.3719], [-4.2026, -40.0786, -16.5730], [-1.2779, -40.5836, -16.9018], [-3.4885, -42.4146, -16.6810], [-2.6275, -41.9294, -15.4087], [-1.7274, -43.5507, -17.7329], [-1.5138, -43.8086, -15.9509], [0.7897, -43.7422, -18.3811], [1.2100, -44.3316, -16.8740], [1.9669, -43.0059, -17.4409], [-6.6623, -35.1665, -13.5658], [-7.6503, -34.5387, -12.8727], [-7.4443, -33.1302, -12.6135], [-8.5425, -32.5530, -11.5977], [-9.8013, -32.1865, -12.3070], [-10.7290, -31.3372, -11.5085], [-11.0431, -31.8156, -10.0744], [-9.8758, -31.8039, -9.2715], [-9.3098, -30.6015, -8.7645], [-5.6292, -35.1057, -13.2235], [-6.5905, -34.8357, -14.6020], [-6.9051, -36.2274, -13.6253], [-7.5410, -32.4749, -13.4792], [-6.5458, -32.8073, -12.0876], [-8.1083, -31.6436, -11.1825], [-8.6281, -33.2623, -10.7745], [-10.1878, -33.0675, -12.6146], [-11.6163, -31.5254, -12.1130], [-10.5217, -30.2687, -11.4494], [-11.5731, -32.7648, -10.1529], [-11.8739, -31.1685, -9.7931], [-8.9688, -29.9744, -9.5882], [-8.3737, -30.8029, -8.2438], [-9.9838, -30.0468, -8.1116], [-3.7854, -37.9264, -9.0769], [-2.7456, -37.0858, -8.8561], [-3.1913, -35.7541, -8.7149], [-2.0967, -34.6903, -8.5380], [-1.4935, -34.4372, -9.8953], [-0.0271, -34.4385, -9.8834], [0.5028, -35.8676, -9.6618], [0.0590, -36.7750, -10.6234], [0.3607, -38.0693, -10.2122], [-4.5953, -37.8754, -8.3492], [-3.2867, -38.8362, -8.7426], [-4.0858, -38.0435, -10.1182], [-3.8105, -35.5987, -7.8314], [-3.6930, -35.6297, -9.6745], [-1.5295, -35.0582, -7.6830], [-2.7768, -33.8868, -8.2553], [-1.5461, -35.3879, -10.2321], [0.4864, -33.6893, -9.2808], [0.3604, -34.1704, -10.8663], [0.3436, -36.1468, -8.6202], [1.5896, -35.8100, -9.7221], [0.8037, -38.1012, -9.2168], [1.1246, -38.5242, -10.8427], [-0.5680, -38.6380, -10.1651]],
  "atomic_forces_ev_per_a": [[-0.428, -0.012, -0.458], [0.675, 0.773, 0.320], [1.525, 0.645, 0.052], [-4.196, -1.227, 1.802], [2.169, -0.598, -2.320], [0.227, 0.158, -0.291], [0.030, 0.182, 0.577], [-0.321, 0.181, -0.233], [0.661, -1.239, -0.115], [-3.678, 4.972, -0.628], [2.485, -3.570, 2.181], [0.763, -2.241, -0.428], [-0.135, -0.107, -0.176], [-0.416, 1.229, -0.494], [-0.229, 0.136, -0.816], [0.471, 0.993, 0.241], [-0.024, -0.229, 0.290], [-1.495, 0.024, -1.735], [2.636, 0.197, 4.021], [0.042, -1.502, -1.513], [-0.468, 1.214, -1.367], [-0.221, 0.191, -1.198], [-2.373, 0.108, 1.035], [-0.233, 0.947, 0.134], [1.838, -0.485, -0.178], [1.009, 0.627, -0.414], [0.378, 0.628, 0.609], [-0.511, -0.180, -0.774], [-0.760, -0.606, 0.180], [-0.197, -0.412, -0.044], [0.130, 0.595, 0.263], [0.311, -0.041, 0.349], [0.063, 0.071, 0.657], [1.027, -0.065, -0.256], [-0.483, 0.379, -0.440], [-0.065, -0.540, 0.347], [0.079, 0.041, 0.312], [0.925, -0.590, -0.150], [-0.389, 0.548, 0.930], [-0.795, -0.697, -0.436], [-0.473, -0.300, -0.262], [-1.153, -0.510, -0.065], [-0.727, -0.222, -0.437], [-0.575, 0.609, -1.420], [1.505, -0.211, 0.373], [-1.003, 1.148, -0.121], [-0.671, -1.835, 1.442], [1.199, 0.100, -1.586], [2.243, -0.664, 1.260], [-1.105, -0.512, -1.514], [0.312, -0.155, 0.636], [0.129, -0.156, -0.565], [0.341, 0.197, 0.560], [-0.015, 0.797, 0.109], [0.669, -0.708, -0.288], [0.688, 0.226, 0.192], [0.082, -0.576, 0.451], [0.136, 0.805, -0.236], [-0.231, 0.058, -0.923], [0.598, 0.512, 0.755], [-0.460, -0.525, 0.095], [0.210, -0.156, -0.080], [-0.340, 0.042, -0.316], [-1.241, -0.028, 1.248], [-0.537, 1.645, 0.494], [1.114, -1.127, -1.602], [-0.534, 2.180, 1.521], [-1.878, 1.041, 1.512], [0.777, -0.526, -1.897], [1.793, 0.538, 1.481], [-0.514, -2.269, -0.537], [0.022, 1.322, -1.525], [-0.356, -0.866, 1.031], [-0.219, 0.074, -0.969], [-0.051, 0.362, 0.892], [-0.215, 0.301, -0.439], [-0.124, -0.081, 0.139], [0.094, -0.485, -0.606], [0.775, -1.099, -0.272], [-0.011, 0.064, -0.059], [-0.300, -0.078, 0.014], [-0.721, 0.196, 0.079], [-0.637, 0.834, 0.329], [0.592, -0.100, -0.610], [0.963, -0.663, 0.557], [0.187, 0.589, 0.936], [-0.326, 0.399, -0.190], [-0.310, -0.613, 0.252], [-0.126, -0.004, 0.002], [0.191, -3.045, 0.769], [1.860, 2.300, 1.025], [0.387, 0.246, -0.746], [-2.117, -0.905, -0.868], [1.192, -0.791, 2.262], [1.538, -0.544, -0.897], [1.452, 1.869, 0.764], [-0.608, 0.912, 0.259], [0.105, -1.168, 0.346], [-0.454, 0.724, -0.277], [-0.542, -0.933, -0.593], [-0.324, 0.382, -0.047], [-0.593, -0.543, -0.089], [-0.755, 1.117, 0.216], [0.867, 0.538, -0.315], [0.846, 0.729, 0.191], [-1.126, -0.125, -1.436], [-0.465, -0.231, 0.743], [-0.534, 0.074, -0.484], [-0.660, -0.566, 0.018], [0.387, 0.138, -0.069], [-0.134, 0.147, 0.197], [-0.260, -0.105, -0.417], [0.147, -0.288, -0.230]],
  "mulliken_charge": [-0.0659, -0.8945, 1.4920, -0.8004, -0.7743, 0.0394, 0.1455, 0.4389, -0.6903, 0.7238, -0.3292, -0.7284, 0.1377, 0.2444, 0.3188, 0.2607, 0.0561, -0.7372, -0.3229, -0.7411, -0.4493, -0.1079, -0.5463, -0.1027, -0.4066, -0.7250, 0.2301, 0.3029, 0.2792, 0.3546, 0.5348, 0.1913, 0.2945, 0.2453, 0.2479, 0.1614, 0.1287, 0.3540, 0.3180, 0.3345, 0.2434, -0.8725, -0.3078, -0.3415, -0.5858, -0.3235, -0.5906, -0.4968, -0.2991, -0.9201, 0.2713, 0.2911, 0.4286, 0.2831, 0.6072, -0.2055, 0.4682, 0.3116, 0.3407, 0.2557, 0.3535, 0.3308, 0.3344, 0.3408, 0.3205, -0.2464, -0.3209, -0.5153, -0.4558, -0.3290, -0.7827, -0.4823, -0.3162, -0.7563, -0.0074, 0.1180, 0.3331, 0.2655, 0.2249, 0.3194, 0.3101, 0.2572, 0.4482, 0.2776, 0.3564, 0.3809, 0.3251, 0.2562, 0.3046, -0.8758, -0.2176, -0.8209, -0.5750, 0.5404, -0.9781, -0.7328, -0.1867, -0.8793, 0.3818, 0.2870, 0.2941, 0.3883, 0.4138, 0.2273, 0.3398, 0.1258, 0.4989, 0.2773, 0.4101, 0.5071, 0.4451, 0.2864, 0.2281]
}



Record 2
{
  "formula": "C4H7NO2",
  "method": "ωB97M-V/def2-TZVPD",
  "homo_lumo_gap_ha": 0.3809,
  "lumo_energy_ev": 0.89,
  "relative_energy_kj_mol": 208.6,
  "spin_multiplicity": 1,
  "symbols": ["C", "C", "N", "O", "C", "C", "O", "H", "H", "H", "H", "H", "H", "H"],
  "coordinates": [[1.8164, 0.2230, 0.1504], [0.3509, 0.5893, 0.0849], [-0.0910, 1.1376, -1.1538], [-0.0816, 1.2703, 1.2623], [-0.6154, -0.0194, 1.0052], [-1.9117, -1.6514, -1.3946], [-1.9829, -2.5743, -0.7382], [2.0235, -0.3844, 1.0335], [2.1404, -0.3289, -0.7360], [2.4123, 1.1379, 0.2240], [0.6352, 1.1273, -1.8570], [-0.3053, -0.8151, 1.6850], [-1.6784, -0.0283, 0.7558], [-0.9057, 0.6649, -1.5244]],
  "atomic_forces_ev_per_a": [[0.041, -0.030, -0.018], [0.145, -0.141, -0.040], [-0.014, -0.100, -0.086], [0.002, 0.244, 0.136], [-0.146, -0.237, 0.036], [-0.127, -1.172, 0.748], [0.086, 1.059, -0.802], [-0.034, 0.104, -0.065], [-0.086, 0.000, 0.081], [-0.067, -0.066, -0.046], [-0.038, 0.068, 0.093], [-0.020, 0.116, -0.082], [0.181, 0.040, -0.012], [0.078, 0.118, 0.057]],
  "mulliken_charge": [-1.3894, 1.2040, -0.5715, -0.4867, -0.8951, 0.0823, -0.1254, 0.3473, 0.3655, 0.3012, 0.2606, 0.2425, 0.4095, 0.2554]
}



Record 3
{
  "formula": "H2NO4PS",
  "method": "ωB97M-V/def2-TZVPD",
  "homo_lumo_gap_ha": [0.1784, 0.2252],
  "lumo_energy_ev": [5.49, 6.53],
  "relative_energy_kj_mol": 250.2,
  "charge": -2,
  "spin_multiplicity": 1,
  "symbols": ["N", "O", "O", "O", "O", "P", "S", "H", "H"],
  "coordinates": [[2.6305, 1.0742, 1.6811], [-0.3682, -0.1572, -2.8024], [-2.6889, -0.0772, -1.5956], [-1.2689, -2.2261, -1.6183], [-0.8729, 0.1690, 1.5753], [-1.3631, -0.7652, -1.8832], [-0.1940, -0.4560, 0.3843], [2.0265, 1.9002, 1.7881], [2.0991, 0.5384, 2.4707]],
  "atomic_forces_ev_per_a": [[-1.502, -0.851, 2.117], [0.272, 0.429, -0.384], [1.072, -0.390, -0.535], [-0.018, -0.852, -0.143], [-0.724, 0.474, 0.736], [-1.569, 0.732, 1.056], [1.168, -0.183, -0.490], [0.097, 0.268, -0.664], [1.203, 0.371, -1.693]],
  "mulliken_charge": [-0.5261, -0.6785, -0.7291, -0.6817, -0.4840, 0.8447, -0.0423, 0.1449, 0.1521]
}



E for every record listed, in sequence, given in a.u.: -3988.006170 -361.801416 -1096.433902.
Largest force on an atom for every record listed, in sequence, given in eV Å⁻¹: 6.22 1.40 2.73.